{
  "formula": "C34H24O8",
  "method": "ωB97M-V/def2-TZVPD",
  "gap_ev": 2.13,
  "charge": -2,
  "multiplicity": 1,
  "homo_energy_ev": 0.760,
  "fmax_ev_per_a": 1.17,
  "species": ["O", "O", "O", "O", "O", "O", "O", "O", "C", "C", "C", "C", "C", "C", "C", "C", "C", "C", "C", "C", "C", "C", "C", "C", "C", "C", "C", "C", "C", "C", "C", "C", "C", "C", "C", "C", "C", "C", "C", "C", "C", "C", "H", "H", "H", "H", "H", "H", "H", "H", "H", "H", "H", "H", "H", "H", "H", "H", "H", "H", "H", "H", "H", "H", "H", "H"],
  "coordinates": [[4.665406, 4.097511, -0.292227], [1.511041, -0.452370, 1.280207], [-4.564354, -1.501811, 0.673995], [0.822465, -1.717009, 3.481062], [1.501626, 5.261670, -4.459712], [1.543612, 1.571439, 2.223444], [4.331369, -0.249500, 5.010084], [-3.391136, -6.048626, -1.928514], [2.694063, 3.560657, -1.483128], [3.331865, -0.554092, 4.371558], [-7.696929, -3.759143, -0.891633], [-0.370742, -2.210735, 4.011353], [2.218307, 4.961142, -3.518931], [5.889810, 7.064713, -2.941466], [-3.636702, -4.996060, -1.355920], [-6.073167, -5.314155, -1.745769], [1.172123, 1.814441, -0.838360], [-5.050023, -4.547806, -1.197228], [1.973397, 0.023548, 4.677360], [-7.390900, -4.920371, -1.597763], [0.675009, 3.189051, -2.758804], [0.930098, -0.233538, 3.606406], [1.856179, 3.890691, -2.567334], [-2.568982, -4.133386, -0.813766], [2.347824, 2.520983, -0.626931], [3.945549, 4.320777, -1.242072], [5.086880, 7.343009, -4.043564], [3.510469, 5.682684, -3.313189], [3.899228, 6.656605, -4.225881], [-1.241513, -4.513911, -0.974754], [-0.515783, -2.494846, 0.132446], [5.508356, 6.092257, -2.033305], [1.364542, 0.320784, 2.287565], [-6.683068, -2.990583, -0.348249], [-0.224884, -3.699880, -0.504200], [-2.869823, -2.927663, -0.152850], [-4.275699, -2.513947, 0.061516], [-1.839257, -2.115617, 0.311153], [-0.126844, -3.068894, 5.267736], [4.322883, 5.392278, -2.219798], [-5.356061, -3.375293, -0.505015], [0.337001, 2.156289, -1.896290], [3.269261, 6.870584, -5.078342], [-6.913834, -2.086009, 0.197410], [0.285864, -1.853322, 0.491531], [3.463823, -1.246086, 3.525297], [-0.987404, -1.368838, 4.315220], [-1.070760, -3.209983, 5.790579], [-0.906837, -2.808998, 3.260808], [0.025163, 3.449348, -3.583553], [6.816125, 7.606230, -2.794733], [0.920327, 0.999877, -0.160322], [5.389638, 8.098060, -4.758618], [-8.184581, -5.517164, -2.030246], [-5.830176, -6.216427, -2.289979], [-2.066854, -1.184515, 0.812027], [0.807209, -3.998728, -0.633681], [-0.584191, 1.608296, -2.050594], [2.112509, 1.089940, 4.818692], [6.129299, 5.867962, -1.176901], [-8.729063, -3.454418, -0.770154], [1.630536, -0.449728, 5.598984], [-1.010046, -5.446291, -1.471904], [0.296148, -4.025922, 4.966070], [0.593933, -2.556339, 5.894843], [2.980674, 2.251173, 0.208333]],
  "forces_ev_per_a": [[0.11, 0.08, -0.05], [-0.25, -0.12, -0.53], [-0.09, -0.10, -0.10], [-0.24, 0.27, 0.30], [0.09, 0.08, -0.04], [0.35, 0.33, -0.02], [-0.13, -0.19, -0.15], [-0.12, 0.07, 0.02], [-0.06, -0.01, -0.10], [0.73, 0.44, 0.60], [0.03, -0.04, -0.02], [0.43, 0.02, 0.53], [-0.34, -0.16, -0.07], [-0.04, -0.01, -0.03], [0.33, -0.22, -0.09], [-0.18, -0.03, -0.03], [-0.39, -0.17, -0.01], [-0.04, 0.09, 0.04], [-0.44, -0.52, -0.57], [0.00, 0.04, 0.03], [-0.14, -0.12, 0.00], [0.35, -0.63, -0.92], [0.21, 0.18, 0.01], [-0.24, 0.03, 0.02], [0.22, 0.11, -0.06], [-0.08, -0.26, 0.24], [0.01, -0.01, 0.04], [0.07, 0.00, 0.05], [0.11, 0.13, -0.07], [0.19, 0.03, 0.01], [0.17, -0.05, -0.04], [0.15, 0.13, -0.05], [-0.38, -0.03, 0.37], [-0.19, -0.03, -0.04], [-0.18, 0.03, -0.01], [-0.01, -0.06, -0.06], [0.17, 0.31, 0.20], [-0.03, -0.07, -0.05], [0.05, 0.10, -0.84], [-0.07, 0.02, -0.07], [0.03, -0.10, -0.06], [0.18, 0.07, 0.02], [-0.10, -0.08, 0.04], [0.14, 0.03, 0.02], [0.18, 0.25, 0.31], [-0.42, -0.02, -0.15], [-0.29, 0.22, -0.18], [-0.08, -0.20, 0.22], [-0.08, -0.04, -0.10], [0.07, 0.08, -0.05], [0.01, 0.00, 0.00], [0.26, -0.01, 0.16], [0.00, 0.01, 0.00], [-0.01, 0.00, 0.00], [0.13, 0.01, 0.03], [-0.03, -0.01, 0.05], [0.02, 0.02, 0.03], [-0.01, -0.01, 0.01], [0.00, 0.19, 0.20], [-0.08, -0.11, 0.05], [0.00, 0.00, 0.00], [0.14, 0.18, 0.41], [-0.12, -0.03, -0.03], [0.03, -0.21, 0.20], [0.02, 0.07, 0.25], [-0.13, 0.02, 0.11]],
  "lowdin_charge": [0.110, -0.143, 0.092, -0.195, 0.067, -0.110, -0.040, 0.062, -0.080, -0.248, -0.082, -0.339, -0.290, -0.081, -0.293, -0.019, -0.011, -0.083, -0.173, -0.085, -0.025, -0.230, -0.111, -0.107, 0.034, -0.280, -0.085, -0.083, -0.019, -0.020, -0.013, -0.012, -0.722, -0.014, -0.044, -0.089, -0.286, 0.022, -0.098, -0.077, -0.079, -0.048, 0.112, 0.116, 0.081, 0.122, 0.083, 0.051, 0.092, 0.108, 0.097, 0.086, 0.095, 0.095, 0.112, 0.129, 0.107, 0.101, 0.104, 0.116, 0.096, 0.088, 0.109, 0.053, 0.052, 0.120]
}


{
  "formula": "C34H26AsBaO2S6",
  "method": "ωB97M-V/def2-TZVPD",
  "gap_ev": 4.89,
  "charge": -1,
  "multiplicity": 1,
  "de_lowest_ev": 0.174,
  "homo_energy_ev": -3.479,
  "fmax_ev_per_a": 0.26,
  "species": ["Ba", "As", "S", "S", "S", "S", "S", "S", "O", "O", "C", "C", "C", "C", "C", "C", "C", "C", "C", "C", "C", "C", "C", "C", "C", "C", "C", "C", "C", "C", "C", "C", "C", "C", "C", "C", "C", "C", "C", "C", "C", "C", "C", "C", "H", "H", "H", "H", "H", "H", "H", "H", "H", "H", "H", "H", "H", "H", "H", "H", "H", "H", "H", "H", "H", "H", "H", "H", "H", "H"],
  "coordinates": [[0.018947, 0.870038, 0.995812], [-2.925335, 1.326506, 1.982938], [-1.847927, 3.147852, 1.366117], [-1.560191, 0.455697, 3.505578], [0.521843, -3.067420, -0.053165], [-2.677488, -0.069101, 0.276474], [3.879339, -0.134098, -0.597624], [-4.904861, 1.608619, 2.617595], [2.577884, 0.187770, 0.059403], [1.223525, -2.585696, -1.278978], [5.187418, -6.711305, 0.543684], [2.520297, -0.363408, -2.992320], [2.473617, -1.327321, 3.696794], [2.982211, 1.124858, -6.450210], [0.458707, -5.548288, 1.161342], [1.904376, -6.766429, -0.868084], [1.080323, -1.505611, 3.572430], [4.194280, -4.086423, 0.445910], [3.843479, -4.958743, 1.510111], [1.481775, -7.525265, 0.215648], [4.542256, 0.964531, -2.992769], [5.235117, -0.954890, 3.919857], [5.470324, -3.684138, -1.588974], [2.771878, -2.299264, 1.465405], [5.550180, -5.894164, -0.485830], [5.038770, -2.394021, -1.607831], [0.748344, -6.899353, 1.224764], [2.330458, -0.042871, -4.322238], [4.328890, -6.232267, 1.557333], [1.623552, -5.408855, -0.946124], [3.031200, -0.727234, 4.856593], [0.919241, -4.809098, 0.079683], [3.701566, -2.744848, 0.383439], [4.339385, 1.268340, -4.333508], [4.151582, -1.921068, -0.613334], [0.553704, -2.058747, 2.437724], [5.073776, -4.561429, -0.553118], [1.813203, -8.989099, 0.314646], [3.329949, -1.723742, 2.638885], [3.637467, 0.146858, -2.338463], [4.376035, -0.544483, 4.966724], [4.730668, -1.526375, 2.789817], [3.231943, 0.773721, -5.010177], [1.406693, -2.472768, 1.393880], [0.402168, -7.480267, 2.072227], [6.215889, -6.247431, -1.264720], [0.411640, -1.159140, 4.349579], [2.474314, -7.239756, -1.659457], [1.824873, -1.000659, -2.458804], [2.357601, -0.410681, 5.643261], [6.303531, -0.810131, 4.018109], [5.558692, -7.727470, 0.590057], [0.908563, -9.595670, 0.382518], [-0.112527, -5.070112, 1.948971], [2.784908, 0.230561, -7.042626], [5.367032, -1.729185, -2.396220], [3.178383, -4.604201, 2.285998], [4.791749, -0.081723, 5.852370], [2.409960, -9.193730, 1.206370], [5.393921, 1.367017, -2.457074], [1.460756, -0.429304, -4.840754], [6.137558, -4.046944, -2.361791], [-0.527099, -2.110690, 2.326213], [3.834872, 1.643834, -6.886405], [1.958120, -4.802041, -1.778419], [5.399083, -1.837875, 1.996839], [4.046167, -6.884092, 2.374234], [2.109597, 1.774103, -6.541522], [5.042208, 1.909465, -4.851638], [2.380597, -9.323631, -0.553395]],
  "forces_ev_per_a": [[0.21, 0.09, -0.06], [-0.18, -0.02, 0.18], [0.02, 0.07, -0.07], [-0.06, 0.04, 0.05], [-0.05, 0.06, -0.19], [0.03, -0.11, -0.05], [0.01, 0.00, -0.03], [0.12, -0.02, -0.05], [-0.12, -0.04, 0.13], [-0.03, -0.05, 0.02], [0.00, -0.01, 0.02], [0.03, 0.01, 0.03], [0.00, 0.00, 0.01], [0.01, 0.00, -0.02], [0.01, -0.02, -0.01], [0.01, -0.03, 0.00], [-0.03, -0.04, -0.01], [0.02, -0.03, 0.01], [0.00, 0.02, -0.01], [-0.02, 0.02, 0.00], [0.01, 0.00, 0.02], [0.01, 0.01, 0.01], [0.02, 0.02, -0.01], [-0.04, -0.03, -0.02], [0.00, 0.01, -0.01], [0.04, -0.02, -0.03], [0.01, 0.00, 0.00], [-0.01, 0.00, -0.02], [0.01, 0.00, -0.01], [0.00, 0.01, 0.01], [0.00, 0.00, -0.01], [0.01, -0.07, 0.04], [-0.05, 0.01, 0.08], [0.00, -0.01, 0.00], [0.00, 0.05, -0.05], [-0.01, -0.04, 0.07], [-0.03, -0.01, 0.02], [0.01, -0.01, -0.01], [0.00, 0.00, 0.04], [0.00, 0.01, -0.06], [0.01, 0.00, -0.01], [-0.01, 0.00, -0.01], [-0.01, 0.00, 0.00], [0.11, 0.06, 0.04], [0.00, 0.00, 0.00], [0.00, 0.00, 0.00], [0.00, 0.02, 0.00], [0.00, 0.00, 0.00], [-0.01, 0.01, -0.02], [0.00, 0.00, 0.00], [0.00, 0.00, 0.00], [0.00, 0.00, 0.00], [0.00, 0.00, 0.00], [0.00, 0.00, 0.00], [0.00, 0.00, 0.00], [-0.01, 0.01, 0.01], [0.00, 0.01, 0.00], [0.01, 0.00, 0.00], [0.00, 0.00, 0.00], [0.00, 0.01, -0.01], [0.00, 0.00, 0.00], [0.00, 0.00, 0.00], [0.01, -0.01, -0.01], [0.00, 0.00, 0.00], [-0.01, 0.00, 0.00], [0.00, 0.00, 0.00], [0.00, 0.00, 0.00], [0.00, 0.00, 0.01], [0.00, 0.00, 0.00], [0.00, 0.00, 0.00]],
  "lowdin_charge": [1.148, -0.628, -0.357, -0.259, 1.047, -0.352, 1.048, -0.205, -0.657, -0.503, -0.079, -0.035, -0.139, -0.050, -0.066, -0.039, -0.075, -0.101, -0.008, -0.285, -0.086, -0.073, -0.014, -0.155, -0.036, -0.056, -0.041, -0.015, -0.070, -0.065, -0.016, -0.368, -0.135, -0.041, -0.288, -0.172, -0.158, -0.051, -0.105, -0.398, -0.076, -0.013, -0.266, -0.334, 0.117, 0.111, 0.065, 0.114, 0.088, 0.122, 0.101, 0.103, 0.080, 0.119, 0.081, 0.108, 0.125, 0.102, 0.076, 0.108, 0.123, 0.115, 0.088, 0.072, 0.113, 0.117, 0.108, 0.087, 0.110, 0.073]
}